Record 1
9
Properties=species:S:1:pos:R:3:lowdin_charge:R:1 method="wB97M-V/def2-TZVPD" homo_ev=-18.114 max_force_ev_per_a=5.12 smiles="O=[N+]1CCO1" de_lowest_ev=4.696 total_charge=+1
H -0.9688 -1.0482 1.0585 0.150
O 2.2393 0.4878 0.0297 0.317
H -0.3335 1.0278 -1.1246 0.193
N 1.1001 0.1959 -0.0350 -0.180
C -0.2183 0.7342 -0.0337 0.030
H -1.5303 -1.0929 -0.6219 0.165
C -0.6797 -0.7502 0.0238 -0.009
H -0.3651 1.5565 0.7417 0.197
O 0.7564 -1.1108 -0.0386 0.138

---

Record 2
9
Properties=species:S:1:pos:R:3:lowdin_charge:R:1 method="wB97M-V/def2-TZVPD" homo_ev=-17.090 max_force_ev_per_a=6.20 de_lowest_ev=1.310 total_charge=+1
H 0.5715 -0.3150 -1.8335 0.161
H -1.0930 -1.0255 2.2203 0.205
H -0.3167 0.5089 1.9062 0.131
C -0.2649 -0.6067 0.3410 -0.317
C 0.6076 0.7506 -1.3463 0.108
O -0.0587 -1.4723 -0.5249 0.131
O 0.2014 0.8974 -0.2179 0.112
H 1.0032 1.6095 -2.0935 0.199
N -0.6504 -0.3469 1.5485 0.269

---

Record 3
10
Properties=species:S:1:pos:R:3:lowdin_charge:R:1 method="wB97M-V/def2-TZVPD" homo_ev=-9.926 max_force_ev_per_a=5.53 de_lowest_ev=1.431
N 0.8311 0.4169 0.1507 -0.210
H -2.0346 -0.9956 0.6460 0.080
O 0.3199 -1.8381 0.3433 0.008
H -1.7209 -0.2429 -1.1343 0.097
H -1.5183 0.7553 0.3131 0.053
O 3.1671 1.4066 -0.0938 -0.475
H 0.0907 1.3619 -0.3559 0.242
C -0.0686 -0.7084 0.1146 -0.603
P 2.5186 0.1316 0.0461 0.815
C -1.5848 -0.2872 -0.0299 -0.008